(1)
3 unconnected molecules or ions with the total composition C33H62F2I2N3O5, computed with ωB97M-V/def2-TZVPD.

Geometry as XYZ:
```
107
Properties=species:S:1:pos:R:3:mulliken_charge:R:1
C 2.9301 -3.6309 -0.5531 -0.555
C 4.2559 -2.8952 -0.2912 -0.822
C 4.5472 -1.7704 -1.2912 -0.691
C 3.4864 -0.6627 -1.3188 0.381
C 3.7376 0.3550 -2.4433 0.054
C 3.2883 -0.0920 -3.8455 -0.773
C 1.9281 0.4652 -4.2657 -1.378
C 0.7735 0.0411 -3.3501 0.629
C -0.6087 0.5612 -3.8062 -1.058
C -1.4350 1.1962 -2.6703 -0.713
C -2.4317 0.2636 -1.9815 -0.730
N -1.7406 -0.8835 -1.2679 0.199
C -1.7492 -2.1356 -2.1272 -0.350
F -3.0006 -2.2357 -2.6615 -0.479
C -1.3727 -3.3904 -1.3685 0.427
C -1.9763 -4.6560 -1.9976 -0.968
N -1.4367 -5.8978 -1.4813 -0.648
O -1.8027 -3.3330 -0.0314 -0.277
C -1.2880 -2.2341 0.6916 0.176
C -1.0041 -2.6241 2.1885 -2.019
I -0.9409 -4.7824 2.3660 0.051
C -1.7742 -1.9588 3.3529 0.885
C -2.4824 -2.8344 4.3847 -1.883
I -0.3797 -0.7330 4.4935 0.127
C -2.1563 -1.0238 0.2436 1.891
C -3.6696 -1.3164 0.2164 -1.297
C -4.3264 -2.1509 1.3366 -0.359
C -5.1949 -1.3641 2.3463 -0.605
N -6.3948 -2.1192 2.7067 -0.649
C -1.6845 0.3246 0.8470 -1.055
C -2.7548 1.2662 1.4194 -0.014
C -2.1301 2.5052 2.0754 -0.568
F -2.7955 2.7882 3.2492 -0.331
H 2.1149 -3.2425 0.0726 -0.169
H 2.6266 -3.5345 -1.6045 0.196
H 3.0111 -4.7019 -0.3369 0.473
H 4.2569 -2.4895 0.7264 0.366
H 5.0782 -3.6213 -0.3273 0.365
H 5.5090 -1.3048 -1.0347 0.274
H 4.6508 -2.2055 -2.2953 0.335
H 2.4875 -1.1150 -1.4188 -0.658
H 3.4987 -0.1435 -0.3491 0.481
H 4.8058 0.6009 -2.4438 -0.503
H 3.2319 1.3028 -2.2021 0.552
H 4.0290 0.2364 -4.5831 0.359
H 3.2699 -1.1914 -3.9084 0.399
H 1.9843 1.5603 -4.2822 0.436
H 1.6988 0.1141 -5.2828 0.431
H 0.9847 0.4091 -2.3297 -0.040
H 0.8004 -1.0573 -3.2888 0.088
H -1.1861 -0.2583 -4.2496 0.381
H -0.4642 1.3096 -4.5892 0.549
H -0.7467 1.5945 -1.9105 0.343
H -2.0142 2.0537 -3.0336 0.497
H -3.0185 0.8005 -1.2388 0.187
H -3.1212 -0.1781 -2.6951 0.591
H -0.7553 -0.6071 -1.2336 0.112
H -1.0353 -1.9538 -2.9360 0.802
H -0.2745 -3.4809 -1.4010 -0.230
H -1.8221 -4.6239 -3.0808 0.382
H -3.0499 -4.6418 -1.7914 0.394
H -1.6254 -5.9837 -0.4908 0.216
H -0.4330 -5.9500 -1.5996 0.282
H -0.2743 -2.0160 0.2950 0.201
H 0.0596 -2.4302 2.3395 1.138
H -2.4919 -1.2342 2.9664 -0.594
H -1.7788 -3.4567 4.9398 0.574
H -2.9983 -2.1899 5.1052 0.532
H -3.2307 -3.4734 3.8995 0.348
H -4.2205 -0.3710 0.1262 0.853
H -3.8599 -1.8475 -0.7206 0.413
H -3.5954 -2.7913 1.8410 -0.206
H -5.0253 -2.8487 0.8579 0.421
H -5.4603 -0.3967 1.8992 0.391
H -4.6424 -1.1439 3.2660 0.276
H -6.5281 -2.1751 3.7027 0.240
H -7.2289 -1.7185 2.3086 0.238
H -0.9197 0.1366 1.6096 0.633
H -1.1532 0.8978 0.0721 0.211
H -3.4157 1.6056 0.6094 0.481
H -3.4009 0.7661 2.1462 -0.244
H -1.0765 2.3458 2.3240 0.323
H -2.2033 3.3854 1.4289 0.283
O 6.3599 2.1332 -1.0994 -0.565
C 7.2780 2.1211 -1.8653 0.543
O 7.0996 1.8863 -3.1873 -0.336
C 8.3699 1.8369 -3.8661 -0.419
C 9.3309 2.6116 -2.9702 -0.497
C 8.7514 2.3359 -1.5840 -0.468
H 8.6572 0.7888 -3.9720 0.272
H 8.2375 2.2704 -4.8537 0.293
H 10.3651 2.3003 -3.0948 0.336
H 9.2664 3.6768 -3.1937 0.266
H 9.1438 1.4170 -1.1445 0.253
H 8.8812 3.1446 -0.8706 0.321
O -2.7660 9.1726 5.1479 -0.552
C -3.1478 8.0438 5.1631 0.493
O -4.4381 7.7170 5.4232 -0.343
C -4.6010 6.2914 5.4557 -0.476
C -3.4389 5.7329 4.6392 -0.180
C -2.3541 6.7748 4.9036 -0.487
H -4.5661 5.9650 6.4975 0.271
H -5.5810 6.0583 5.0466 0.304
H -3.1694 4.7192 4.9213 0.198
H -3.7016 5.7322 3.5802 0.192
H -1.7750 6.5533 5.8019 0.293
H -1.6665 6.9334 4.0775 0.289
```

E_HOMO (eV): -11.44
Spin multiplicity: 1
Total charge: +1



(2)
A molecular structure, C33H63AlN2O15PS at a distorted geometry, computed with ωB97M-V/def2-TZVPD.

Geometry as XYZ:
```
116
Properties=species:S:1:pos:R:3:mulliken_charge:R:1
O 1.5325 -3.0849 0.3731 -0.086
N 2.1309 -3.5142 -0.5679 -0.140
O 2.3685 -2.5162 -1.4714 -0.117
C 1.4286 -2.6384 -2.5928 -0.289
Al -0.0190 -1.1686 -2.6276 -0.563
C -1.5824 -1.8428 -1.4488 -0.368
C -2.7531 -2.5650 -2.2731 -0.631
C -3.7555 -1.5774 -3.0314 -0.316
S -4.6381 -0.3693 -1.9475 1.155
O -5.5162 -1.0558 -0.9087 -0.655
O -5.6114 0.3773 -2.8575 -0.671
O -3.6446 0.7934 -1.2848 -0.246
C 0.5708 0.6113 -1.8189 0.182
C -0.3771 1.8428 -2.0547 -0.086
C 0.0434 3.1925 -1.3970 -0.611
C 1.3509 3.1887 -0.5794 -0.169
N 2.2533 2.1080 -0.3732 -0.608
C 1.8431 0.8834 -0.9799 -0.108
P -0.6234 -0.9271 -4.8869 0.126
O -1.5681 0.4938 -5.1500 -0.395
O 0.8286 -0.6447 -5.8241 -0.462
H 1.9696 -2.7674 -3.6088 0.276
H 0.8519 -3.6331 -2.4449 0.236
H -1.9289 -0.9724 -0.7880 0.297
H -1.0887 -2.5971 -0.7220 0.192
H -2.2841 -3.2979 -3.0106 0.262
H -3.3733 -3.1735 -1.5100 0.330
H -3.3021 -0.9939 -3.9004 -0.011
H -4.5776 -2.2418 -3.4963 0.375
H -4.1711 1.6027 -1.0447 0.307
H -1.3191 1.7248 -2.6793 0.428
H -0.5929 4.1289 -1.4890 0.307
H 1.6306 4.1865 -0.0771 0.262
H 2.5449 -0.0164 -0.8271 0.313
H -1.0147 1.1977 -5.5511 0.205
H 1.2284 0.1343 -5.3619 0.291
C -4.2935 4.8621 1.4315 -1.070
C -5.2146 4.3192 0.3720 0.849
O -4.8047 3.5806 -0.5029 -0.600
C -6.6628 4.7254 0.4364 -1.133
H -3.2827 4.4861 1.2598 0.268
H -4.2742 5.9531 1.3837 0.337
H -4.6265 4.5324 2.4178 0.328
H -6.7489 5.8103 0.3444 0.337
H -7.1011 4.3896 1.3785 0.337
H -7.2062 4.2596 -0.3884 0.294
C 0.7483 0.4038 -8.8012 -1.029
C 0.1390 1.7769 -8.7157 0.874
O 0.6816 2.6728 -8.0919 -0.595
C -1.1673 2.0016 -9.4288 -0.948
H 1.6845 0.3880 -8.2404 0.218
H 0.0676 -0.3302 -8.3658 0.260
H 0.9600 0.1540 -9.8437 0.415
H -1.9317 1.3369 -9.0223 0.259
H -1.0416 1.8246 -10.4996 0.399
H -1.4867 3.0325 -9.2802 0.178
C 1.3102 -5.7115 1.9815 -0.785
C 1.9797 -6.9116 2.5938 0.734
O 1.3631 -7.9388 2.8210 -0.616
C 3.4442 -6.7868 2.9139 -0.651
H 0.2564 -5.9355 1.8013 0.311
H 1.3754 -4.8613 2.6638 0.238
H 1.7839 -5.4691 1.0294 0.220
H 3.5969 -5.9817 3.6353 0.028
H 4.0090 -6.5890 2.0004 0.333
H 3.8015 -7.7226 3.3508 0.312
C 4.8567 -2.2605 3.0616 -0.986
C 5.5397 -3.4524 3.6764 0.821
O 4.9305 -4.4819 3.9050 -0.542
C 7.0050 -3.3232 3.9981 -1.260
H 3.8055 -2.4969 2.8842 0.176
H 4.9136 -1.4078 3.7417 0.314
H 5.3261 -2.0147 2.1066 0.378
H 7.1572 -2.5177 4.7197 0.336
H 7.5699 -3.1247 3.0848 0.364
H 7.3635 -4.2577 4.4355 0.309
C 2.9275 -4.6233 6.7877 -0.829
C 1.8041 -3.6298 6.6528 0.848
O 2.0236 -2.4451 6.4834 -0.532
C 0.3971 -4.1600 6.7360 -1.083
H 3.8834 -4.1019 6.7084 0.168
H 2.8755 -5.1129 7.7628 0.393
H 2.8657 -5.3642 5.9878 0.133
H 0.2334 -4.6291 7.7085 0.356
H 0.2235 -4.8811 5.9342 0.291
H -0.3082 -3.3339 6.6225 0.253
C 0.3467 0.3243 4.4682 -0.863
C -0.4650 1.4899 4.9676 0.946
O -0.9826 2.2779 4.1957 -0.600
C -0.6131 1.6452 6.4583 -1.076
H 0.3670 0.3390 3.3759 0.243
H 1.3693 0.3994 4.8375 0.233
H -0.1077 -0.6130 4.7973 0.274
H 0.3674 1.7795 6.9162 0.226
H -1.1101 0.7666 6.8758 0.399
H -1.2230 2.5267 6.6715 0.272
C 2.3611 4.1649 5.1276 -0.983
C 3.0503 2.9768 5.7438 0.877
O 2.4456 1.9467 5.9771 -0.502
C 4.5162 3.1120 6.0605 -1.293
H 1.3098 3.9242 4.9539 0.160
H 2.4175 5.0199 5.8051 0.335
H 2.8267 4.4092 4.1704 0.338
H 4.6683 3.9201 6.7793 0.353
H 5.0774 3.3097 5.1447 0.357
H 4.8791 2.1800 6.4993 0.296
C -3.1975 4.6536 -6.9058 -0.951
C -4.1074 4.0955 -7.9676 0.858
O -3.6817 3.3690 -8.8461 -0.523
C -5.5641 4.4713 -7.9002 -1.155
H -2.1786 4.3001 -7.0792 0.189
H -3.2014 5.7450 -6.9489 0.338
H -3.5233 4.3127 -5.9206 0.295
H -5.6730 5.5545 -7.9875 0.314
H -5.9945 4.1223 -6.9591 0.321
H -6.0985 3.9978 -8.7265 0.301
```

E_HOMO (eV): -4.44
Spin multiplicity: 1
Total charge: -1



Q: What is the spin multiplicity in the second record?
A: 1



Q: Which of these has the highest total charge?
A: C33H62F2I2N3O5



Q: Among the records above, which one has the highest E_HOMO?
A: C33H63AlN2O15PS